Formula: C68H179N29O8P8
Source: the Open Molecules 2025 dataset
Level of theory: ωB97M-V with the def2-TZVPD basis set

Each line ends with the Löwdin charge.
Element x y z (Å)
C1 3.978 -5.654 0.745  -0.09
C2 2.429 -5.655 0.991  -0.24
C3 1.823 -4.698 2.058  -0.17
C4 1.925 -3.287 1.619  -0.19
N1 2.006 -2.192 1.224  0.17
H1 4.262 -4.663 0.390  0.06
H2 4.206 -6.406 -0.010  0.07
H3 4.418 -5.804 1.731  0.07
H4 2.230 -6.682 1.298  0.10
H5 1.921 -5.498 0.039  0.09
H6 2.371 -4.847 2.988  0.11
H7 0.785 -4.977 2.240  0.10
C5 5.719 -0.123 4.216  -0.11
C6 4.270 0.191 3.856  -0.25
C7 4.071 1.155 2.685  -0.19
C8 4.779 2.401 2.889  -0.23
N2 5.370 3.414 3.038  0.16
H8 6.170 -0.754 3.449  0.06
H9 5.768 -0.780 5.084  0.07
H10 6.240 0.785 4.517  0.08
H11 3.842 0.694 4.724  0.09
H12 3.755 -0.757 3.701  0.10
H13 3.053 1.349 2.346  0.08
H14 4.456 0.672 1.787  0.09
C9 -3.101 -2.542 -0.800  -0.09
C10 -2.314 -3.611 0.034  -0.23
C11 -3.020 -4.984 0.082  -0.16
C12 -4.326 -4.961 0.832  -0.19
N3 -5.288 -5.036 1.435  0.16
H15 -4.101 -2.817 -1.134  0.07
H16 -2.457 -2.148 -1.587  0.04
H17 -3.362 -1.703 -0.154  0.05
H18 -2.088 -3.170 1.005  0.09
H19 -1.275 -3.661 -0.292  0.09
H20 -2.397 -5.737 0.562  0.11
H21 -3.237 -5.301 -0.939  0.10
C13 3.477 6.211 0.421  -0.10
C14 3.074 7.190 1.528  -0.25
C15 2.259 8.375 1.014  -0.19
C16 1.092 7.983 0.239  -0.23
N4 0.154 7.714 -0.389  0.15
H22 4.090 6.729 -0.317  0.08
H23 2.624 5.656 0.029  0.05
H24 4.137 5.468 0.868  0.06
H25 3.945 7.558 2.071  0.11
H26 2.463 6.639 2.243  0.09
H27 2.822 8.979 0.302  0.12
H28 1.911 9.035 1.809  0.12
C17 -0.946 0.384 0.189  -0.10
C18 -0.516 0.417 -1.235  -0.25
C19 0.964 0.506 -1.561  -0.16
C20 1.701 1.543 -0.833  -0.19
N5 2.316 2.366 -0.269  0.18
H29 -0.491 1.181 0.777  0.07
H30 -0.653 -0.582 0.600  0.06
H31 -2.021 0.501 0.329  0.06
H32 -1.058 1.235 -1.710  0.08
H33 -0.952 -0.404 -1.803  0.08
H34 1.150 0.675 -2.622  0.10
H35 1.417 -0.447 -1.285  0.10
O1 8.753 -0.952 0.060  -0.29
P1 8.052 0.241 -0.486  0.64
N6 6.331 0.087 -0.767  -0.29
C21 5.430 1.066 -1.415  -0.09
C22 5.726 -0.957 -0.025  -0.16
N7 8.771 0.698 -2.026  -0.31
C23 10.092 1.366 -2.123  -0.09
C24 8.525 -0.262 -3.061  -0.17
N8 8.154 1.631 0.480  -0.28
C25 8.095 1.398 1.926  -0.12
C26 7.680 2.958 0.018  -0.11
H36 5.971 1.764 -2.053  0.07
H37 4.865 1.643 -0.683  0.05
H38 4.737 0.506 -2.044  0.06
H39 4.667 -1.038 -0.268  0.07
H40 5.774 -0.800 1.052  0.06
H41 6.245 -1.866 -0.330  0.07
H42 10.777 0.538 -1.937  0.08
H43 10.282 1.819 -3.096  0.08
H44 10.197 2.128 -1.351  0.07
H45 8.608 0.141 -4.070  0.08
H46 9.231 -1.085 -2.955  0.08
H47 7.498 -0.625 -3.025  0.06
H48 7.137 1.093 2.348  0.03
H49 8.813 0.645 2.250  0.08
H50 8.361 2.257 2.542  0.08
H51 8.232 3.707 0.586  0.08
H52 6.605 3.136 0.037  0.06
H53 8.043 3.152 -0.991  0.06
O2 1.758 2.028 5.552  -0.31
P2 0.385 2.299 4.997  0.61
N9 -0.707 2.733 6.254  -0.30
C27 -0.560 4.073 6.863  -0.11
C28 -1.664 1.862 6.912  -0.12
N10 -0.282 0.986 4.118  -0.26
C29 -1.697 0.888 3.735  -0.13
C30 0.420 -0.339 4.002  -0.08
N11 0.365 3.589 3.888  -0.31
C31 1.477 3.744 2.988  -0.12
C32 -0.945 4.078 3.389  -0.10
H54 -1.545 4.540 6.865  0.08
H55 0.064 4.729 6.256  0.07
H56 -0.119 3.972 7.854  0.08
H57 -2.713 2.140 6.805  0.05
H58 -1.591 1.977 7.994  0.08
H59 -1.485 0.815 6.669  0.07
H60 -2.195 1.852 3.629  0.05
H61 -1.837 0.430 2.756  0.06
H62 -2.213 0.285 4.483  0.06
H63 0.151 -0.885 3.098  0.06
H64 1.507 -0.265 4.038  0.05
H65 0.139 -0.924 4.878  0.06
H66 1.338 4.481 2.198  0.07
H67 2.397 3.927 3.544  0.08
H68 1.518 2.792 2.459  0.05
H69 -1.668 4.117 4.203  0.07
H70 -1.380 3.439 2.621  0.05
H71 -0.828 5.084 2.986  0.08
O3 0.461 2.268 -4.380  -0.28
P3 0.977 3.668 -4.415  0.55
N12 1.002 4.412 -5.903  -0.28
C33 1.847 5.589 -6.341  -0.07
C34 -0.137 4.090 -6.851  -0.09
N13 2.612 3.797 -3.896  -0.27
C35 3.159 4.830 -2.909  -0.07
C36 3.615 3.225 -4.723  -0.18
N14 0.156 4.748 -3.413  -0.29
C37 -0.832 5.686 -3.964  -0.08
C38 -0.234 4.285 -2.095  -0.12
H72 2.915 5.371 -6.368  0.06
H73 1.649 6.428 -5.674  0.07
H74 1.700 5.820 -7.396  0.08
H75 -0.012 3.113 -7.318  0.07
H76 -0.299 4.900 -7.562  0.08
H77 -1.114 4.065 -6.369  0.06
H78 2.628 4.677 -1.970  0.03
H79 4.240 4.707 -2.846  0.08
H80 2.993 5.879 -3.157  0.07
H81 4.295 2.540 -4.216  0.06
H82 3.204 2.654 -5.555  0.07
H83 4.264 3.984 -5.159  0.07
H84 -1.768 5.148 -4.111  0.07
H85 -0.888 6.370 -3.117  0.08
H86 -0.480 6.213 -4.851  0.07
H87 -0.913 3.433 -2.128  0.05
H88 -0.647 5.132 -1.547  0.07
H89 0.589 3.795 -1.575  0.05
O4 4.075 -4.460 -6.139  -0.32
P4 4.364 -3.377 -5.107  0.65
N15 6.030 -3.223 -4.720  -0.30
C39 6.915 -2.603 -5.658  -0.14
C40 6.681 -3.774 -3.528  -0.09
N16 3.627 -3.591 -3.585  -0.30
C41 3.430 -2.471 -2.628  -0.08
C42 3.544 -4.855 -2.951  -0.16
N17 3.801 -1.770 -5.524  -0.28
C43 2.580 -1.593 -6.317  -0.10
C44 4.332 -0.510 -4.976  -0.13
H90 7.812 -2.193 -5.195  0.07
H91 6.454 -1.741 -6.141  0.06
H92 7.169 -3.264 -6.487  0.08
H93 6.413 -3.196 -2.644  0.06
H94 7.766 -3.872 -3.566  0.09
H95 6.317 -4.799 -3.474  0.07
H96 4.443 -2.199 -2.330  0.06
H97 2.836 -1.640 -3.007  0.06
H98 2.871 -2.826 -1.763  0.07
H99 4.336 -5.102 -2.245  0.06
H100 2.566 -4.982 -2.487  0.07
H101 3.613 -5.660 -3.682  0.08
H102 2.276 -0.557 -6.166  0.07
H103 2.769 -1.880 -7.352  0.08
H104 1.730 -2.239 -6.098  0.05
H105 4.269 0.289 -5.714  0.08
H106 5.386 -0.529 -4.699  0.06
H107 3.836 -0.244 -4.043  0.04
O5 -1.918 -6.433 7.603  -0.30
P5 -2.348 -5.323 6.713  0.58
N18 -2.515 -3.903 7.637  -0.29
C45 -3.104 -2.618 7.122  -0.11
C46 -1.688 -3.643 8.865  -0.09
N19 -3.771 -5.485 5.707  -0.30
C47 -5.046 -5.575 6.430  -0.13
C48 -3.704 -6.416 4.544  -0.09
N20 -1.124 -4.910 5.629  -0.30
C49 -1.172 -3.797 4.726  -0.13
C50 -0.032 -5.890 5.351  -0.10
H108 -3.461 -2.066 7.992  0.07
H109 -3.951 -2.891 6.493  0.05
H110 -2.320 -2.033 6.642  0.06
H111 -2.291 -3.191 9.652  0.08
H112 -0.872 -3.013 8.510  0.08
H113 -1.294 -4.544 9.334  0.07
H114 -5.045 -6.547 6.924  0.08
H115 -5.161 -4.755 7.139  0.06
H116 -5.906 -5.543 5.761  0.07
H117 -4.639 -6.411 3.983  0.07
H118 -2.813 -6.131 3.983  0.06
H119 -3.571 -7.444 4.880  0.08
H120 -2.131 -3.291 4.840  0.06
H121 -0.374 -3.095 4.968  0.07
H122 -1.130 -3.986 3.653  0.07
H123 0.900 -5.364 5.143  0.07
H124 -0.264 -6.723 4.687  0.07
H125 0.184 -6.402 6.289  0.07
O6 -6.471 3.865 -1.359  -0.31
P6 -5.364 2.913 -1.678  0.63
N21 -4.051 2.876 -0.502  -0.28
C51 -4.271 2.403 0.879  -0.12
C52 -3.272 4.132 -0.469  -0.13
N22 -4.592 3.170 -3.194  -0.28
C53 -3.361 2.441 -3.600  -0.09
C54 -5.248 3.759 -4.330  -0.14
N23 -5.863 1.273 -1.737  -0.30
C55 -7.134 1.087 -2.451  -0.11
C56 -4.953 0.137 -1.690  -0.12
H126 -5.193 2.797 1.307  0.08
H127 -3.382 2.479 1.505  0.06
H128 -4.462 1.333 0.790  0.04
H129 -3.811 4.934 0.036  0.09
H130 -2.947 4.431 -1.466  0.05
H131 -2.347 3.915 0.064  0.07
H132 -2.706 2.202 -2.762  0.05
H133 -3.607 1.494 -4.080  0.05
H134 -2.753 3.063 -4.257  0.06
H135 -5.634 3.013 -5.025  0.07
H136 -6.164 4.340 -4.229  0.08
H137 -4.574 4.447 -4.842  0.07
H138 -7.398 0.042 -2.285  0.07
H139 -7.964 1.648 -2.021  0.08
H140 -7.060 1.209 -3.531  0.07
H141 -4.063 0.249 -1.070  0.06
H142 -4.567 0.003 -2.701  0.05
H143 -5.457 -0.788 -1.411  0.08
O7 -4.605 -0.034 3.062  -0.29
P7 -5.751 -0.140 4.014  0.64
N24 -6.051 -1.706 4.663  -0.27
C57 -5.719 -2.891 3.820  -0.13
C58 -7.001 -2.057 5.772  -0.10
N25 -7.258 0.233 3.246  -0.32
C59 -8.475 0.352 3.992  -0.15
C60 -7.394 0.005 1.827  -0.10
N26 -5.675 0.944 5.376  -0.29
C61 -5.670 2.333 4.964  -0.13
C62 -4.951 0.595 6.641  -0.08
H144 -4.936 -2.697 3.087  0.06
H145 -6.491 -3.289 3.162  0.06
H146 -5.415 -3.707 4.476  0.04
H147 -7.830 -2.556 5.269  0.08
H148 -7.272 -1.163 6.333  0.06
H149 -6.606 -2.708 6.552  0.06
H150 -9.108 1.148 3.599  0.09
H151 -8.975 -0.593 4.207  0.07
H152 -8.234 0.729 4.986  0.06
H153 -6.744 0.737 1.348  0.06
H154 -7.019 -0.993 1.605  0.07
H155 -8.415 0.157 1.475  0.09
H156 -5.753 2.872 5.908  0.08
H157 -4.750 2.617 4.453  0.07
H158 -6.496 2.642 4.323  0.08
H159 -4.854 1.470 7.283  0.08
H160 -3.940 0.298 6.363  0.05
H161 -5.413 -0.256 7.143  0.06
O8 -2.364 -0.916 -3.882  -0.30
P8 -2.349 -1.840 -5.072  0.61
N27 -1.341 -1.325 -6.388  -0.29
C63 -0.791 0.040 -6.420  -0.11
C64 -1.163 -2.125 -7.628  -0.10
N28 -3.810 -2.033 -5.870  -0.31
C65 -4.119 -3.067 -6.854  -0.13
C66 -4.687 -0.857 -6.066  -0.09
N29 -1.754 -3.395 -4.678  -0.28
C67 -0.378 -3.501 -4.104  -0.08
C68 -2.671 -4.474 -4.184  -0.09
H162 -1.246 0.640 -5.632  0.05
H163 -0.976 0.556 -7.362  0.08
H164 0.245 0.011 -6.082  0.05
H165 -1.737 -1.651 -8.424  0.08
H166 -1.411 -3.184 -7.561  0.07
H167 -0.102 -2.189 -7.868  0.07
H168 -3.420 -3.900 -6.769  0.06
H169 -5.167 -3.345 -6.743  0.08
H170 -4.069 -2.573 -7.824  0.08
H171 -5.678 -1.114 -6.440  0.09
H172 -4.843 -0.409 -5.085  0.05
H173 -4.205 -0.077 -6.657  0.08
H174 0.358 -3.022 -4.749  0.05
H175 -0.366 -2.952 -3.162  0.07
H176 -0.076 -4.543 -4.002  0.08
H177 -3.526 -4.620 -4.845  0.06
H178 -3.006 -4.422 -3.148  0.05
H179 -2.124 -5.417 -4.171  0.08

Forces on atoms 1 to 6 (eV/Å):
C -1.762 1.174 0.669
C 0.535 -0.476 -0.371
C 0.937 -0.246 -0.705
C -0.003 1.514 -0.475
N -0.135 -2.056 0.705
H 0.310 -0.045 -0.116

Its gap between HOMO and LUMO is 8.1 eV. The value obtained for the total energy is -207329.448 eV. For the energy relative to the best compared isomer or geometry (same formula, charge and spin), the calculation gives 169.17 kJ/mol. The HOMO energy comes out at -8.0 eV. Its LUMO energy is 0.1 eV. As for the charge: 0.